[1]
ORCA calculation (ωB97M-V/def2-TZVPD) on the molecule C9H13NS.

Last column: Mulliken charge in e.
Positions of all 24 atoms, in Å:
C  -0.924  -0.512  0.994  -0.113
H  1.242  0.702  -0.497  0.275
C  -0.414  -1.402  -1.758  -0.888
H  2.186  -0.640  -1.277  0.351
H  -1.208  0.799  -3.169  0.230
H  0.313  -2.197  -1.410  0.345
C  0.317  -0.606  3.059  -0.472
N  -0.523  1.001  -2.418  -0.555
H  0.453  1.303  4.127  0.325
C  -0.707  1.455  2.354  -0.493
H  -0.912  2.532  2.510  0.329
H  0.740  -0.425  -3.282  0.369
H  -1.073  -1.817  -2.533  0.398
H  0.990  -1.177  3.751  0.289
C  -0.075  -1.180  1.878  -0.026
C  0.343  -0.153  -2.316  0.347
C  -1.242  0.807  1.210  -0.369
S  -1.701  -1.295  -0.458  -0.126
H  0.265  -2.214  1.719  0.334
C  1.534  0.232  -1.451  -1.309
H  0.026  1.820  -2.690  0.229
H  2.156  0.939  -2.140  0.361
H  -1.822  1.306  0.515  0.477
C  0.036  0.721  3.285  -0.308

Summary:
Strongest force on any atom, hartree/bohr: 0.056
E_HOMO, eV: -8.500
Frontier orbital gap, eV: 9.31
Structure (SMILES): C[C@H](N)CSc1ccccc1

=====

[2]
ORCA calculation (ωB97M-V/def2-TZVPD) on the molecule C9H13NSSi.

Last column: Mulliken charge in e.
Positions of all 25 atoms, in Å:
C  -1.241  0.567  -1.604  -0.603
C  2.916  -0.773  -0.528  -0.464
H  0.442  -2.774  1.723  0.282
H  -0.927  -0.200  -2.235  0.348
N  1.485  -0.173  1.351  -0.374
H  -1.489  0.938  1.640  0.542
H  -3.100  2.663  1.030  0.275
H  3.060  0.262  -0.993  0.284
C  -2.478  2.100  0.276  -0.425
Si  0.306  -0.956  0.234  0.340
C  -2.696  2.422  -1.076  -0.323
C  -2.017  1.645  -2.012  -0.562
H  -3.304  3.330  -1.398  0.301
C  -0.946  0.331  -0.267  0.295
H  -1.227  -2.163  1.816  0.327
H  1.351  0.772  1.043  0.335
C  -0.395  -2.393  1.158  -1.037
H  -2.222  1.719  -3.081  0.325
H  3.633  -0.085  1.470  0.304
H  3.061  -1.648  1.534  0.227
C  -1.623  1.099  0.655  -0.204
H  -0.706  -3.178  0.468  0.323
S  1.475  -1.576  -1.424  -0.283
C  2.799  -0.711  1.037  -0.685
H  3.843  -1.218  -0.818  0.453

Summary:
Strongest force on any atom, hartree/bohr: 0.066
E_HOMO, eV: -9.009
Frontier orbital gap, eV: 9.77
Structure (SMILES): C[Si@@]1(c2ccccc2)NCCS1

=====

[3]
ORCA calculation (ωB97M-V/def2-TZVPD) on an isolated ion of composition C9H13O4S and charge -1.

Last column: Mulliken charge in e.
Positions of all 27 atoms, in Å:
H  2.080  -1.309  -0.643  0.333
H  0.638  0.783  2.401  0.349
O  -4.877  1.274  0.679  -0.654
H  -1.802  0.745  0.860  0.279
C  -0.154  -0.728  0.676  -1.473
C  -2.456  0.633  -0.081  -0.872
H  -0.538  1.934  -2.396  0.203
O  -4.644  -0.171  -1.391  -0.691
H  2.145  1.473  1.606  0.537
C  0.950  0.282  0.404  2.903
H  1.503  1.487  -1.390  0.040
O  -4.144  -1.197  0.823  -0.729
H  -2.508  1.170  -2.075  0.460
H  -1.102  -3.384  0.606  0.322
H  2.617  -0.885  1.066  0.455
S  -4.255  0.094  0.018  1.171
C  -0.549  1.530  -1.375  -0.601
O  -0.363  -1.607  -0.257  -0.008
C  2.256  -0.484  0.103  -1.743
C  -1.937  1.119  -1.211  0.357
H  -1.350  -3.143  -1.093  0.197
H  0.342  2.201  1.335  0.286
C  0.574  1.067  -0.861  -0.771
C  1.077  1.372  1.596  -1.521
H  3.008  0.212  -0.358  0.393
H  -2.244  -2.181  0.256  0.196
C  -1.314  -2.643  -0.127  -0.419

Summary:
Strongest force on any atom, hartree/bohr: 0.072
E_HOMO, eV: -4.695
Frontier orbital gap, eV: 7.70
Charge: -1

=====

[4]
ORCA calculation (ωB97M-V/def2-TZVPD) on C9H13O5PPt as an isolated structure.

Last column: Löwdin spin population.
Positions of all 29 atoms, in Å:
Pt  1.400  -0.503  -1.035  0.083
C  4.425  -2.179  -2.815  0.030
O  -1.051  -1.732  -2.559  0.087
H  -3.478  2.706  2.765  0.007
C  -3.054  -0.505  1.192  0.022
H  3.898  -3.097  -3.086  -0.001
C  -1.268  0.979  2.922  0.022
H  -4.111  -0.419  1.499  0.001
C  -3.585  2.277  1.778  0.107
H  5.074  -2.244  -1.940  -0.001
P  -2.255  1.088  1.431  0.092
C  1.010  1.172  -1.882  0.123
H  -2.557  -1.290  1.772  0.002
H  -3.499  3.053  1.031  -0.002
O  0.681  2.202  -2.310  0.075
C  -0.091  -1.318  -2.047  0.139
H  4.965  -0.195  -3.340  -0.001
H  -0.560  1.811  2.914  0.000
H  -1.885  1.008  3.825  0.002
C  2.402  0.479  0.371  0.133
O  -1.395  1.477  0.235  0.741
H  -4.554  1.798  1.703  0.008
H  -2.995  -0.765  0.123  0.000
C  1.207  -2.010  0.287  0.135
C  4.363  -1.089  -3.560  0.031
O  0.964  -2.784  1.119  0.085
H  -0.712  0.043  2.870  0.000
H  3.783  -1.049  -4.494  -0.001
O  2.879  1.086  1.231  0.082

Summary:
Strongest force on any atom, hartree/bohr: 0.094
E_HOMO (alpha / beta), eV: -13.873 / -15.124
Frontier orbital gap (alpha / beta), eV: 6.30 / 2.97
Charge: +2
Multiplicity: 3

=====

[5]
ORCA calculation (ωB97M-V/def2-TZVPD) on the molecule C9H13P.

Last column: Mulliken charge in e.
Positions of all 23 atoms, in Å:
H  2.216  -1.742  -0.544  0.281
H  -2.427  -1.821  -0.697  0.326
H  0.847  3.022  2.583  0.435
H  0.925  -1.162  2.001  0.422
C  1.315  -2.256  -1.068  -1.043
C  -0.192  1.265  0.009  1.306
C  0.071  -0.107  0.436  -0.234
H  -1.678  -3.224  -1.480  0.358
H  1.069  -1.730  -1.991  0.300
C  0.182  2.345  0.724  -0.718
C  0.731  2.193  1.986  -0.522
H  1.223  0.738  3.507  0.428
H  1.387  -3.287  -1.250  0.413
C  0.685  -0.195  1.701  -0.454
H  -0.244  2.037  -2.070  0.242
C  0.929  0.910  2.512  -0.879
H  -1.465  2.707  -0.813  0.470
C  -1.026  1.826  -1.204  -1.314
H  -1.680  1.053  -1.629  0.328
H  -1.315  -1.578  -1.955  0.342
C  -1.476  -2.188  -1.156  -1.102
P  -0.158  -2.089  0.142  0.184
H  0.082  3.282  0.256  0.429

Summary:
Strongest force on any atom, hartree/bohr: 0.087
E_HOMO, eV: -8.664
Frontier orbital gap, eV: 9.66
Structure (SMILES): Cc1ccccc1P(C)C

=====

[6]
ORCA calculation (ωB97M-V/def2-TZVPD) on a 2-piece molecular cluster, C9H14 overall.

Last column: Mulliken charge in e.
Positions of all 23 atoms, in Å:
H  0.317  -2.050  2.847  0.308
H  -0.744  0.877  3.316  0.273
H  -0.497  2.750  -3.765  0.283
C  -0.887  -0.047  0.390  -0.520
C  0.782  2.548  -2.020  -0.333
H  1.820  2.439  -1.754  0.292
H  0.273  3.444  -1.668  0.301
C  0.894  -2.187  0.813  -0.464
H  -2.311  0.597  2.599  0.368
H  1.563  -3.014  0.991  0.385
H  0.458  1.401  -3.964  0.300
C  -1.368  0.110  2.850  -1.381
H  -1.607  -0.629  3.620  0.361
H  1.189  2.895  -4.189  0.311
C  0.655  -1.705  -0.456  -0.596
H  1.076  -2.179  -1.336  0.353
H  -1.394  0.890  0.191  0.303
H  0.168  1.804  -1.499  -0.215
H  -0.295  -0.244  -1.665  0.501
C  0.506  2.396  -3.494  -0.970
C  0.191  -1.587  1.874  -0.311
C  -0.685  -0.532  1.697  0.833
C  -0.132  -0.578  -0.647  -0.381

Summary:
Strongest force on any atom, hartree/bohr: 0.041
E_HOMO, eV: -9.037
Frontier orbital gap, eV: 10.05
Structure (SMILES): Cc1ccccc1.CC

=====

[7]
ORCA calculation (ωB97M-V/def2-TZVPD) on a 2-piece molecular cluster, C9H14 overall.

Last column: Mulliken charge in e.
Positions of all 23 atoms, in Å:
C  2.250  1.240  1.819  -0.628
C  -1.166  0.913  -1.605  -0.326
C  -1.355  0.583  -0.293  -0.219
H  -1.683  1.336  0.527  0.296
H  -0.160  -3.090  0.656  0.326
C  -1.273  -0.777  0.138  -0.628
H  0.696  2.813  2.014  0.255
H  1.431  0.549  1.794  0.095
H  2.738  0.947  2.819  0.256
H  -1.791  -3.550  0.064  0.342
C  -0.926  -1.341  -2.242  -0.553
H  -1.115  0.273  -3.728  0.302
H  2.908  0.750  1.004  0.272
C  1.747  2.769  1.862  -0.849
C  -0.914  -3.071  -0.226  -1.321
C  -0.953  -1.657  -0.841  0.835
H  -1.240  2.042  -1.831  0.243
H  -0.933  -2.216  -2.797  0.468
H  1.711  3.203  0.804  0.216
H  -0.133  -3.724  -0.916  0.305
H  -1.186  -1.171  1.145  0.352
C  -0.980  -0.051  -2.651  -0.427
H  2.328  3.229  2.484  0.388

Summary:
Strongest force on any atom, hartree/bohr: 0.158
E_HOMO, eV: -9.098
Frontier orbital gap, eV: 10.07
Structure (SMILES): Cc1ccccc1.CC

=====

[8]
ORCA calculation (ωB97M-V/def2-TZVPD) on a 2-piece molecular cluster, C9H14 overall.

Last column: Mulliken charge in e.
Positions of all 23 atoms, in Å:
C  0.549  -1.700  -0.752  0.720
H  0.172  4.663  -0.147  0.303
H  1.588  -0.486  -2.183  0.285
C  -1.434  -1.156  0.538  -0.619
H  0.735  -1.841  -2.884  0.324
H  -1.544  -2.011  2.496  0.371
H  0.083  4.132  1.533  0.309
H  -0.571  2.434  -0.936  0.284
C  0.264  -2.565  1.484  -0.541
H  -1.384  4.315  0.490  0.293
H  1.950  -2.977  0.227  0.304
C  -0.344  3.978  0.540  -1.038
H  0.812  2.201  0.065  0.281
C  -0.230  2.526  0.088  -0.653
H  2.253  -2.114  -2.039  0.362
C  -0.671  -1.041  -0.620  -0.261
H  -1.074  -0.487  -1.453  0.397
H  -2.408  -0.695  0.552  0.415
H  -0.739  1.853  0.766  0.230
H  0.612  -3.127  2.338  0.361
C  1.332  -1.534  -2.019  -1.362
C  -0.954  -1.918  1.596  -0.396
C  1.003  -2.452  0.316  -0.370

Summary:
Strongest force on any atom, hartree/bohr: 0.017
E_HOMO, eV: -9.051
Frontier orbital gap, eV: 10.07
Structure (SMILES): Cc1ccccc1.CC

=====

[9]
ORCA calculation (ωB97M-V/def2-TZVPD) on a 2-piece molecular cluster, C9H14 overall.

Last column: Mulliken charge in e.
Positions of all 23 atoms, in Å:
H  -0.328  -2.065  1.553  0.311
H  0.717  -0.302  -2.576  0.281
C  -2.321  0.363  1.531  -0.536
H  3.334  -1.781  -2.257  0.333
C  1.819  -0.370  -2.435  -0.912
C  -1.238  2.553  1.602  -0.471
H  1.628  -2.521  -2.186  0.159
H  2.107  0.585  -1.868  0.225
C  0.023  0.669  0.783  -0.036
H  -3.346  2.094  1.906  0.332
H  0.759  0.108  0.180  -0.119
H  -3.062  -0.417  1.750  0.362
H  -1.773  -2.128  0.459  0.381
H  0.740  2.736  1.039  0.557
H  2.146  -0.259  -3.427  0.398
C  0.019  2.069  1.128  -0.836
C  2.313  -1.660  -1.843  -0.587
C  -0.880  -1.576  0.733  -1.187
C  -1.120  -0.131  1.028  0.985
C  -2.357  1.712  1.681  -0.369
H  2.245  -1.509  -0.675  0.164
H  -1.345  3.556  1.826  0.434
H  -0.081  -1.727  0.067  0.131

Summary:
Strongest force on any atom, hartree/bohr: 0.137
E_HOMO, eV: -8.788
Frontier orbital gap, eV: 9.78
Structure (SMILES): Cc1ccccc1.CC

=====

[10]
ORCA calculation (ωB97M-V/def2-TZVPD) on a 2-piece molecular cluster, C9H14 overall.

Last column: Mulliken charge in e.
Positions of all 23 atoms, in Å:
H  1.739  -1.892  0.260  0.161
C  0.392  0.421  1.399  -0.241
C  -1.407  1.140  -0.009  0.858
C  2.053  -1.320  -1.794  -0.767
C  -0.465  0.219  2.469  -0.732
H  -3.338  1.122  0.872  0.359
H  1.012  -1.272  -2.087  0.274
C  2.361  -2.185  -0.594  -0.772
C  -2.297  0.874  1.038  -0.590
H  0.643  1.172  -0.615  0.347
H  2.090  -3.244  -0.638  0.326
H  1.440  0.140  1.444  0.430
C  -1.809  0.497  2.280  -0.321
H  -2.804  2.362  -1.149  0.401
H  3.391  -2.100  -0.251  0.264
H  -2.231  0.870  -1.940  0.278
H  2.366  -0.286  -1.627  0.209
C  -0.045  0.921  0.175  -0.521
H  -1.195  2.337  -1.761  0.383
H  2.649  -1.689  -2.635  0.324
H  -2.539  0.337  3.069  0.341
C  -1.946  1.713  -1.308  -1.393
H  -0.059  -0.137  3.403  0.382

Summary:
Strongest force on any atom, hartree/bohr: 0.033
E_HOMO, eV: -9.058
Frontier orbital gap, eV: 10.10
Structure (SMILES): Cc1ccccc1.CC